# 1
A molecular structure, C6H8N2 in a non-equilibrium geometry, computed with ωB97M-V/def2-TZVPD.

Geometry as XYZ:
```
16
Properties=species:S:1:pos:R:3:forces:R:3
H 0.38829 -1.50658 -1.51718 -1.10 -1.65 4.68
C 0.47258 -0.51942 0.66776 0.64 -0.57 0.11
H 1.82162 -0.64506 2.70881 -0.85 2.39 -3.41
H -1.92423 0.07944 -2.60219 1.95 -2.02 0.81
C -1.26779 -0.28130 -0.71079 0.89 -4.03 0.69
N 1.31391 1.27627 1.44822 2.06 3.12 2.77
H -0.43146 -2.55454 0.20469 -0.19 0.81 -1.33
C -0.19495 0.52931 -0.00169 0.92 2.01 1.85
H -2.36400 -0.26572 -0.47964 1.29 0.09 1.01
H 1.94169 1.91532 2.02365 -1.68 -0.81 -1.33
H -0.31740 -0.42656 -2.34464 0.06 0.17 -1.26
C 0.39063 1.69658 0.52587 -0.43 3.80 1.10
C -0.21636 -1.56760 -0.29648 1.30 1.29 0.16
H 0.24780 2.96735 0.76621 -0.03 -4.07 -1.74
C 1.40134 -0.02472 1.69636 -1.85 -5.20 -0.89
N -1.26168 -0.67276 -2.08897 -2.97 4.67 -3.22
```
Forces are in eV/Å.

The calculation puts the HOMO energy at -0.290 hartree. The calculation puts the total energy at -9325.15184 eV.

Atomic partial charges in e from the Mulliken method, atoms 1 to 8:
1 H 0.10
2 C 0.17
3 H 0.23
4 H 0.25
5 C -0.45
6 N 0.03
7 H 0.32
8 C 0.37



# 2
2 unconnected molecules or ions with the total composition C9H14S in a non-equilibrium geometry, computed with ωB97M-V/def2-TZVPD.

Geometry as XYZ:
```
24
Properties=species:S:1:pos:R:3:forces:R:3
C 1.65398 -1.22437 0.65093 3.77 -0.79 -0.16
H 3.46739 0.55195 1.67463 0.00 -1.29 1.77
H 2.80469 -1.34220 0.39457 -2.58 -0.25 0.10
H 0.40058 0.72820 -2.66011 2.76 1.59 -2.87
H -0.63189 -0.28759 -2.22723 -3.31 -3.76 -1.05
H 2.16688 1.74558 2.08069 0.47 -0.38 -0.09
C -0.60821 -2.11940 0.99780 4.71 -2.93 -1.93
H -2.01742 -0.66698 1.20168 -0.29 0.35 1.28
C 2.47193 0.89273 1.45249 0.86 2.86 -0.21
H -0.39620 1.04741 2.09818 0.30 -0.59 -0.87
H -1.03469 -3.10413 0.83050 -1.55 0.79 0.31
C -0.06379 0.13072 1.55254 3.54 2.26 0.92
H 2.98273 1.32493 0.56700 -1.60 0.36 -0.75
C -0.96480 -0.87077 1.36686 -2.28 -0.05 -0.89
C 0.77496 -2.27356 0.61641 -0.65 -0.03 -1.15
H -3.18617 0.57247 -1.29941 0.17 -0.63 -0.05
C -2.97353 1.48020 -1.83260 1.61 1.81 0.49
S -1.15316 1.98843 -1.52165 -1.61 -1.04 -0.05
H -3.46406 2.31525 -1.27364 -0.10 -0.60 -1.17
H 1.24469 -3.06679 0.01345 -1.11 -0.60 0.89
H 0.44797 0.23602 -1.06536 -0.96 0.84 -0.60
C -0.25327 0.56759 -1.91819 1.91 1.34 4.29
C 1.38239 -0.04763 1.24760 -3.71 0.53 0.72
H -3.05099 1.42197 -2.94714 -0.32 0.19 1.07
```
Forces are in eV/Å.

The charge is +1. The calculation puts the HOMO energy (spin up / spin down) at -0.445 / -0.443 hartree. The calculation puts the total energy at -20384.03303 eV. As for the expectation value of S²: 0.75. Its spin multiplicity is 2.

Atomic partial charges in e from the Mulliken method, atoms 1 to 8:
1 C -0.26
2 H 0.39
3 H 0.21
4 H 0.55
5 H 0.47
6 H 0.33
7 C -0.49
8 H 0.43



# 3
A molecular structure, C36H44N2SiW in a non-equilibrium geometry, computed with ωB97M-V/def2-TZVPD.

Geometry as XYZ:
```
84
Properties=species:S:1:pos:R:3:forces:R:3
H -0.62860 -1.72989 -2.83483 0.05 -0.19 0.38
H -2.47952 2.10444 -1.56660 0.10 -0.11 0.05
H -1.31306 2.40642 -6.99627 -0.13 -0.08 0.15
H 2.15469 1.90158 5.05687 0.17 0.05 0.01
H 2.53385 -0.49814 5.61338 0.22 -0.07 0.02
C -3.50009 1.70763 -4.48442 -0.10 -0.25 0.07
W -0.00749 0.76679 -0.69508 1.58 -2.94 0.36
H -2.05333 2.16751 1.10643 0.34 -0.29 -0.20
C 3.02284 -1.46909 -5.13424 -0.05 -0.09 0.05
C -2.74304 0.76049 -3.78822 0.20 0.55 -0.30
C -2.98254 2.32507 -5.62645 0.20 -0.08 0.13
H 4.04545 1.75646 -4.70727 -0.10 -0.23 -0.01
C 3.22244 1.98776 4.81962 -0.21 0.20 -0.22
H -2.67498 -0.88882 -0.68103 0.31 -0.18 0.41
H 1.71490 3.17050 -0.89860 -0.23 -0.08 0.04
C 0.07842 2.63874 0.54769 -0.70 1.54 -0.27
C -2.93801 -1.67867 1.33207 -0.25 0.16 0.00
H -5.54326 -1.84538 4.30307 0.05 0.02 -0.12
H 3.88193 -1.40671 4.87001 -0.06 0.16 0.24
H 5.48554 1.71148 3.36037 0.05 -0.16 0.11
H -3.58884 -4.03150 3.17646 0.01 0.06 0.15
H 0.55669 2.80083 1.50838 -0.04 -0.36 -0.15
H -0.57771 -2.27147 -5.46952 -0.21 -0.04 -0.09
H -4.03587 -3.72460 4.86926 0.12 -0.02 -0.13
H 1.29592 -2.36343 -4.18198 0.21 0.32 -0.16
H 4.70493 -0.34336 -5.88258 -0.26 0.04 0.16
C -2.51816 -1.54206 2.66746 -0.24 -0.31 0.26
C -1.23960 -1.03203 2.90369 0.39 0.48 -0.55
H -0.83170 -0.94950 3.90704 -0.17 -0.20 -0.19
C -0.92535 1.07106 -5.35415 -0.16 0.34 0.22
H -2.08873 -1.49573 5.46169 -0.11 0.06 0.11
C 3.57856 -0.43703 5.28764 -0.02 -0.23 -0.05
C -1.53522 2.28161 -1.07038 -0.10 1.37 -0.01
H -5.24934 -2.15049 2.58568 -0.04 0.08 0.18
N -1.05120 -0.45706 0.58426 -0.33 -1.30 0.78
H -3.09711 -0.11818 4.92968 0.04 -0.05 0.16
C -3.07695 -1.19929 5.10126 0.07 0.10 -0.13
C -4.89471 -1.59680 3.45966 -0.06 0.16 -0.10
H -1.33538 -3.72303 -6.18266 -0.08 0.32 0.10
H 1.17392 -0.15919 4.01046 0.41 -0.12 -0.23
H 0.08366 0.83264 -5.69928 -0.30 0.14 0.11
C 3.58674 0.46370 1.68317 0.11 0.09 -0.33
H -3.80522 -1.43727 5.87985 0.12 0.03 -0.07
H 3.76351 2.23758 5.74135 -0.16 -0.06 -0.24
C 2.77866 0.42721 0.55816 -0.59 -0.04 0.57
C 1.46545 -0.24605 -3.74961 0.05 -0.23 1.05
C -0.31127 2.65611 -1.72920 -0.39 0.97 -0.63
C -1.40790 0.52031 -4.15793 0.02 -0.15 0.29
C 0.68708 2.86167 -0.72714 -0.15 0.91 0.12
H -1.89618 -2.09153 -6.66287 0.09 -0.12 0.18
Si -0.22192 -0.30868 -2.92705 -1.02 0.13 -2.24
H -3.82091 -2.26273 1.07434 0.09 0.43 0.14
C 3.78033 0.67413 4.24864 0.34 -0.13 0.13
H 4.64811 0.67303 1.55088 -0.33 -0.07 0.07
C 1.87812 -1.45035 -4.33695 0.36 0.13 -0.19
H -3.56396 3.08377 -6.15234 0.15 -0.28 0.13
C 0.91561 -0.18567 1.89372 1.76 1.22 -0.06
H -2.25812 -2.71574 -5.02921 0.12 0.02 -0.10
C -1.71301 1.96807 -6.08422 -0.03 -0.13 0.08
C 1.68805 -0.04987 3.05484 -0.92 -0.10 -0.81
H -4.49462 1.97074 -4.12197 0.18 -0.14 -0.22
C 5.28128 0.85405 4.01297 0.05 -0.04 -0.07
C 3.80163 -0.31613 -5.27308 -0.22 0.01 0.15
H 1.97636 1.83667 -3.34816 0.03 -0.27 -0.26
H 5.72327 -0.05111 3.57910 0.03 0.18 0.08
N 1.43924 0.18747 0.67056 1.08 -0.98 1.02
C -1.29617 2.30559 0.33646 0.14 1.06 -0.07
C -2.27157 -1.00485 0.33178 0.73 -0.10 0.48
H 3.15283 0.61767 -0.45371 -0.10 0.00 0.41
C -1.51778 -2.69778 -5.83374 0.03 -0.17 -0.12
H 3.35546 2.81006 4.10285 -0.03 -0.11 0.22
H -0.20010 2.83410 -2.79124 -0.07 -0.11 0.07
C 2.26101 0.90426 -3.84629 0.45 -0.21 -0.39
C -3.44840 -1.94371 3.81916 0.11 -0.12 -0.10
C -3.33855 -3.45044 4.07127 0.17 -0.23 -0.10
C -0.47503 -0.56190 1.83474 -2.06 -0.75 -0.35
H 4.19491 -0.21948 6.16905 -0.19 -0.11 -0.21
H -2.32501 -3.72174 4.38813 -0.16 -0.02 -0.04
C 3.43096 0.86165 -4.61639 -0.16 0.04 0.14
H -4.98591 -0.52313 3.26359 -0.12 -0.12 -0.02
H 3.30240 -2.39480 -5.64064 0.01 0.31 0.16
C 3.03054 0.33085 2.96651 -0.13 0.27 0.23
H 5.76813 1.04312 4.97856 -0.08 -0.04 -0.31
H -3.18200 0.23166 -2.93647 0.09 0.25 -0.12
```
Forces are in eV/Å.

The charge is +2. The calculation puts the HOMO energy (spin up / spin down) at -0.497 / -0.498 hartree. The calculation puts the total energy at -50714.48115 eV. As for the expectation value of S²: 2.02. Its spin multiplicity is 3.

Atomic partial charges in e from the Mulliken method, atoms 1 to 8:
1 H -0.19
2 H 0.70
3 H 0.44
4 H 0.34
5 H 0.33
6 C -0.39
7 W 0.44
8 H 0.53



# 4
C18H26N2O6 in the gas phase, computed with ωB97M-V/def2-TZVPD.

Geometry as XYZ:
```
52
Properties=species:S:1:pos:R:3:forces:R:3
N 1.57198 1.28774 2.74928 0.36 0.11 -0.09
O -2.04160 -2.08806 -4.30604 0.12 0.00 0.33
H 4.60120 3.24346 4.75060 0.00 0.12 0.07
H -3.73169 2.45494 -2.47081 -0.07 0.05 0.01
C 2.04676 0.09755 2.08069 0.24 -0.35 0.21
C -1.06304 -2.31746 -6.52632 -0.22 0.04 0.35
C -1.14180 -2.57034 -1.68331 0.09 -0.18 0.16
H 2.23678 3.04385 3.61942 0.09 -0.06 -0.08
H 2.64161 -0.89597 3.89912 0.03 0.06 -0.12
C -2.27154 0.92872 -2.25384 -0.01 -0.16 -0.23
H 4.19331 -1.47862 1.32276 0.05 0.01 -0.14
C 2.65518 2.19811 3.07367 0.15 0.03 0.34
O -1.09651 0.60035 1.52337 0.01 0.18 -0.24
C 3.71107 -1.79302 2.24417 -0.09 0.39 0.29
O 4.16615 0.31743 3.24098 0.16 -0.06 -0.02
H -0.36494 -2.73824 -2.42666 0.03 -0.07 -0.03
C -1.45888 -0.29004 -0.56974 -0.01 -0.44 -0.44
H 2.92852 -2.51033 2.01495 -0.07 -0.12 -0.04
H -2.40053 -3.67278 -5.48603 -0.02 0.14 0.01
C 4.91067 2.35945 4.20125 -0.32 -0.37 -0.08
H 3.23469 1.16383 4.87085 0.03 0.04 -0.14
H 5.64240 1.80978 4.78584 0.09 -0.01 0.08
H -1.99393 -3.18775 -1.96053 0.00 -0.08 -0.02
H -0.78090 -2.86693 -0.70335 0.01 -0.07 -0.03
C 3.70830 1.47083 3.92138 -0.08 0.51 0.02
H -2.99423 1.89544 -3.98207 -0.01 0.07 0.05
H -0.15376 -2.72667 -6.09225 0.09 -0.06 -0.01
H -0.50485 -0.50385 3.16924 -0.05 0.19 -0.05
H 4.45574 -2.26128 2.88081 0.07 -0.09 0.04
H -1.96079 1.74372 -0.34142 -0.01 -0.03 -0.09
H -0.94237 -1.24464 -6.65480 0.02 0.05 -0.05
H -3.15898 -2.14602 -6.03675 0.11 -0.16 0.10
H 2.50073 0.39201 1.12676 -0.01 -0.08 0.01
C -2.04924 -0.36410 -2.73560 0.04 0.22 0.31
C 0.34689 1.51652 3.26027 -0.38 -0.17 -0.24
H -1.65500 0.83369 3.46777 0.24 -0.03 -0.10
C -2.80306 2.13031 -2.93978 -0.05 0.11 -0.07
H -1.22923 -2.77221 -7.49865 0.01 -0.05 -0.12
O 0.09820 2.48412 3.95529 -0.24 0.15 0.25
H 5.37265 2.65910 3.26461 0.06 0.07 -0.11
C -0.76842 0.52591 2.90479 -0.03 -0.13 0.58
O -2.74401 -0.06722 -4.98350 0.03 -0.12 -0.07
N -1.91268 0.95062 -0.96163 -0.06 0.15 -0.03
H 1.24801 -0.61143 1.88532 -0.01 0.05 0.01
H 3.11575 2.54420 2.14219 0.04 0.01 0.04
C -2.25322 -2.59878 -5.61947 -0.10 -0.03 -0.62
C -1.53269 -1.14001 -1.66437 0.04 0.33 0.45
C -1.01364 -0.53320 0.78208 0.19 -0.41 0.24
O -0.60193 -1.58279 1.22847 -0.19 0.19 -0.12
H -2.08853 2.95068 -2.87941 0.03 0.08 -0.01
C 3.11818 -0.58398 2.95175 -0.28 -0.27 -0.38
C -2.31565 -0.78930 -4.10992 -0.14 0.26 -0.13
```
Forces are in eV/Å.

The SMILES is CCOC(=O)c1c(C)[nH]c(C(=O)OCC(=O)N2C[C@@H](C)O[C@@H](C)C2)c1C. The calculation puts the HOMO energy at -0.322 hartree. The calculation puts the total energy at -34354.77390 eV.

Atomic partial charges in e from the Mulliken method, atoms 1 to 8:
1 N 0.14
2 O -0.33
3 H 0.40
4 H 0.32
5 C -0.52
6 C -1.11
7 C -1.37
8 H 0.51